No. 1
The following is a quantum chemistry calculation of a structure of composition C3H5NS2 at a distorted geometry, from the Open Molecules 2025 dataset.

Computed properties:
E: -26348.9385 eV
Energy above the lowest of the compared OMol25 structures with the same formula, charge and spin: 87.5 kcal per mole
Highest occupied orbital energy (spin up / spin down): -7.712 / -8.114 eV
HOMO-LUMO gap (spin up / spin down): 0.283 / 0.284 Ha

ORCA input file:
```
! RIJCOSX wB97M-V def2-TZVPD def2/J DEFGRID3
* xyz 0 1
C -0.23 1.17 0.02
C 0.93 0.27 0.24
C 0.68 -1.09 -0.35
N -1.46 0.23 -0.03
S -2.98 0.65 -0.21
S -1.07 -1.42 0.06
H -0.37 2.11 0.42
H 1.70 0.86 -0.23
H 0.91 0.33 1.38
H 0.68 -1.28 -1.36
H 1.20 -1.82 0.07
*
```

---

No. 2
The following is a quantum chemistry calculation of an isolated molecule of C3H5NS3, from the Open Molecules 2025 dataset.

Computed properties:
SMILES: C/C(=N\S)C(=S)S
E: -37186.9015 eV
Energy above the lowest of the compared OMol25 structures with the same formula, charge and spin: 12.9 kcal per mole
Highest occupied orbital energy: -8.918 eV
HOMO-LUMO gap: 0.291 Ha

ORCA input file:
```
! RIJCOSX wB97M-V def2-TZVPD def2/J DEFGRID3
* xyz 0 1
C 1.18 0.40 0.91
C -0.04 0.13 0.08
N -0.12 -0.84 -0.77
S 1.22 -1.84 -0.97
C -1.27 0.99 0.22
S -1.34 2.25 1.25
S -2.66 0.62 -0.76
H 2.05 0.59 0.24
H 1.07 1.26 1.57
H 1.41 -0.48 1.52
H 0.63 -2.64 -1.89
H -2.14 -0.43 -1.40
*
```

---

No. 3
The following is a quantum chemistry calculation of the ion C3H5O2 with charge -1 at a distorted geometry, from the Open Molecules 2025 dataset.

Computed properties:
SMILES: CCC(=O)[O-]
E: -7288.3981 eV
Energy above the lowest of the compared OMol25 structures with the same formula, charge and spin: 3.0 kcal per mole
Highest occupied orbital energy: -3.713 eV
HOMO-LUMO gap: 0.300 Ha

ORCA input file:
```
! RIJCOSX wB97M-V def2-TZVPD def2/J DEFGRID3
* xyz -1 1
C 0.63 -0.33 -0.91
C -0.60 -0.22 0.01
C -0.24 0.59 1.26
O 0.08 1.78 1.03
O -0.34 0.03 2.38
H 1.60 -0.34 -0.40
H 0.65 0.63 -1.42
H 0.58 -1.16 -1.62
H -1.41 0.26 -0.55
H -0.95 -1.23 0.23
*
```

---

No. 4
The following is a quantum chemistry calculation of a cluster of 2 separate species, C3H5O2 in total at a distorted geometry, from the Open Molecules 2025 dataset.

Computed properties:
E: -7276.8788 eV
Energy above the lowest of the compared OMol25 structures with the same formula, charge and spin: 42.5 kcal per mole
Highest occupied orbital energy: -16.143 eV
HOMO-LUMO gap: 0.384 Ha

ORCA input file:
```
! RIJCOSX wB97M-V def2-TZVPD def2/J DEFGRID3
* xyz 1 1
C 2.55 -0.38 0.00
C -1.77 0.10 0.09
C -0.34 0.31 -0.12
O 0.48 -0.58 0.04
O 3.19 0.52 0.05
H 2.65 -1.50 0.03
H -2.10 -0.93 -0.12
H -2.28 0.19 1.14
H -2.34 0.90 -0.62
H -0.04 1.37 -0.49
*
```

---

No. 5
The following is a quantum chemistry calculation of a structure of composition C3H5O2P at a distorted geometry, from the Open Molecules 2025 dataset.

Computed properties:
E: -16574.8381 eV
Energy above the lowest of the compared OMol25 structures with the same formula, charge and spin: 21.6 kcal per mole
Highest occupied orbital energy: -8.811 eV
HOMO-LUMO gap: 0.359 Ha

ORCA input file:
```
! RIJCOSX wB97M-V def2-TZVPD def2/J DEFGRID3
* xyz 0 1
C 0.80 0.42 -0.82
C -0.03 -0.19 0.02
C -0.79 -1.46 0.02
O 0.85 1.91 -0.71
O -0.59 0.77 0.85
P 0.31 2.20 0.80
H 1.20 0.02 -1.75
H -1.21 -1.54 1.06
H -0.26 -2.30 -0.24
H -1.62 -1.38 -0.66
H 1.34 1.56 1.44
*
```

---

No. 6
The following is a quantum chemistry calculation of a structure of composition C3H5O2P at a distorted geometry, from the Open Molecules 2025 dataset.

Computed properties:
E: -16574.5952 eV
Energy above the lowest of the compared OMol25 structures with the same formula, charge and spin: 27.2 kcal per mole
Highest occupied orbital energy: -9.332 eV
HOMO-LUMO gap: 0.331 Ha

ORCA input file:
```
! RIJCOSX wB97M-V def2-TZVPD def2/J DEFGRID3
* xyz 0 1
C -0.54 0.09 -0.83
C 1.40 0.86 0.36
C 0.39 -0.12 0.09
O -1.49 -0.91 -1.19
O -2.16 -1.18 1.28
P -2.50 -1.70 -0.08
H -0.63 1.01 -1.33
H 1.77 0.99 1.35
H 1.07 1.75 -0.05
H 2.24 0.57 -0.27
H 0.47 -1.37 0.67
*
```

---

No. 7
The following is a quantum chemistry calculation of the ion C3H5O2S with charge -1 at a distorted geometry, from the Open Molecules 2025 dataset.

Computed properties:
SMILES: O=C([O-])CCS
E: -18123.4941 eV
Energy above the lowest of the compared OMol25 structures with the same formula, charge and spin: 12.3 kcal per mole
Highest occupied orbital energy: -4.084 eV
HOMO-LUMO gap: 0.267 Ha

ORCA input file:
```
! RIJCOSX wB97M-V def2-TZVPD def2/J DEFGRID3
* xyz -1 1
O -1.02 -2.03 0.76
C -1.53 -1.02 0.13
O -2.66 -0.55 0.06
C -0.40 -0.27 -0.68
C 0.53 0.43 0.34
S 1.76 1.60 -0.47
H 0.26 -1.05 -1.22
H -0.87 0.50 -1.36
H 0.06 1.22 1.03
H 1.15 -0.27 0.95
H 2.71 1.45 0.47
*
```

---

No. 8
The following is a quantum chemistry calculation of a cluster of 2 separate species, C3H5O2S2 in total at a distorted geometry, from the Open Molecules 2025 dataset.

Computed properties:
E: -28957.4423 eV
Energy above the lowest of the compared OMol25 structures with the same formula, charge and spin: 45.4 kcal per mole
Highest occupied orbital energy: -2.866 eV
HOMO-LUMO gap: 0.233 Ha

ORCA input file:
```
! RIJCOSX wB97M-V def2-TZVPD def2/J DEFGRID3
* xyz -1 1
C 1.78 -0.63 -0.42
C -1.41 -1.08 0.33
C 0.45 1.04 0.38
O 1.65 -0.81 -1.57
O 2.40 -0.79 0.62
S 0.30 2.45 -0.80
S -1.25 0.65 0.92
H -1.53 -0.96 -0.71
H -2.13 -1.74 0.72
H -0.38 -1.31 0.50
H 0.97 1.21 1.36
H -0.84 1.97 -1.34
*
```

---

No. 9
The following is a quantum chemistry calculation of a structure of composition C3H5O2Sc at a distorted geometry, from the Open Molecules 2025 dataset.

Computed properties:
E: -27967.0677 eV
Energy above the lowest of the compared OMol25 structures with the same formula, charge and spin: 0.0 kcal per mole
Highest occupied orbital energy (spin up / spin down): -19.450 / -19.449 eV
HOMO-LUMO gap (spin up / spin down): 0.272 / 0.272 Ha

ORCA input file:
```
! RIJCOSX wB97M-V def2-TZVPD def2/J DEFGRID3
* xyz 2 1
O -0.02 -0.18 0.88
Sc -1.34 0.37 -0.37
O 0.09 1.49 -1.62
C 1.18 1.82 -1.78
C 1.03 -1.09 1.03
C 0.58 -2.51 1.35
H 1.63 -1.10 0.11
H 1.69 -0.74 1.85
H 0.46 -3.09 0.42
H 1.32 -3.03 1.96
H -0.37 -2.50 1.91
*
```

---

No. 10
The following is a quantum chemistry calculation of a cluster of 3 separate species, C3H5O2Se in total at a distorted geometry, from the Open Molecules 2025 dataset.

Computed properties:
E: -72633.9175 eV
Energy above the lowest of the compared OMol25 structures with the same formula, charge and spin: 8.6 kcal per mole
Highest occupied orbital energy: -2.811 eV
HOMO-LUMO gap: 0.239 Ha

ORCA input file:
```
! RIJCOSX wB97M-V def2-TZVPD def2/J DEFGRID3
* xyz -1 1
C -0.21 1.11 -2.12
C -1.16 -0.36 1.58
C 0.17 -0.29 1.49
O -1.04 0.57 -2.76
O 0.49 1.87 -1.59
Se 1.71 -1.13 -1.70
H -1.91 0.22 0.99
H -1.47 -1.26 2.07
H 0.60 -1.08 2.13
H 0.85 0.27 0.85
H 1.97 0.08 -0.94
*
```

---

No. 11
The following is a quantum chemistry calculation of a cluster of 2 separate species, C3H5O2Si in total at a distorted geometry, from the Open Molecules 2025 dataset.

Computed properties:
E: -15163.4531 eV
Energy above the lowest of the compared OMol25 structures with the same formula, charge and spin: 27.7 kcal per mole
Highest occupied orbital energy (spin up / spin down): -2.167 / -2.168 eV
HOMO-LUMO gap (spin up / spin down): 0.233 / 0.233 Ha

ORCA input file:
```
! RIJCOSX wB97M-V def2-TZVPD def2/J DEFGRID3
* xyz -1 1
C -1.77 -0.32 1.26
C -1.38 -0.37 -0.05
C 2.59 -0.20 -0.17
O 3.15 0.10 -1.20
O 2.84 -0.59 0.94
Si 0.01 0.46 -0.80
H -2.58 -0.91 1.71
H -1.36 0.59 1.75
H -1.90 -0.96 -0.78
H 0.03 1.86 -0.44
H 0.39 0.33 -2.21
*
```

---

No. 12
The following is a quantum chemistry calculation of a structure of composition C3H5O3 at a distorted geometry, from the Open Molecules 2025 dataset.

Computed properties:
E: -9334.8173 eV
Energy above the lowest of the compared OMol25 structures with the same formula, charge and spin: 25.0 kcal per mole
Highest occupied orbital energy: -3.918 eV
HOMO-LUMO gap: 0.302 Ha

ORCA input file:
```
! RIJCOSX wB97M-V def2-TZVPD def2/J DEFGRID3
* xyz -1 1
C 2.45 -0.05 -1.15
C 1.46 0.34 -0.28
O 0.36 -0.36 -0.21
H 3.45 0.37 -1.14
H 2.39 -0.81 -1.94
H 1.49 1.39 0.00
H -0.47 -0.22 0.62
O -1.55 -0.41 1.20
C -2.78 -0.10 1.07
O -3.34 0.68 0.30
H -3.47 -0.82 1.54
*
```

---

No. 13
The following is a quantum chemistry calculation of a cluster of 2 separate species, C3H5O3 in total at a distorted geometry, from the Open Molecules 2025 dataset.

Computed properties:
E: -9330.0981 eV
Energy above the lowest of the compared OMol25 structures with the same formula, charge and spin: 133.9 kcal per mole
Highest occupied orbital energy (spin up / spin down): -3.603 / -2.690 eV
HOMO-LUMO gap (spin up / spin down): 0.268 / 0.219 Ha

ORCA input file:
```
! RIJCOSX wB97M-V def2-TZVPD def2/J DEFGRID3
* xyz -1 1
C -0.52 -1.42 -0.57
O 0.27 -2.29 -1.18
H -0.91 -0.45 -1.03
H -1.40 -1.94 -0.11
H -0.59 -0.60 0.48
O 1.27 0.18 -0.88
C 0.45 0.98 -0.34
C 0.51 1.25 1.14
O 1.28 0.68 1.88
H 0.01 1.81 -0.93
H -0.37 1.80 1.54
*
```

---

No. 14
The following is a quantum chemistry calculation of a cluster of 2 separate species, C3H5O3 in total at a distorted geometry, from the Open Molecules 2025 dataset.

Computed properties:
E: -9335.6429 eV
Energy above the lowest of the compared OMol25 structures with the same formula, charge and spin: 6.0 kcal per mole
Highest occupied orbital energy: -4.268 eV
HOMO-LUMO gap: 0.311 Ha

ORCA input file:
```
! RIJCOSX wB97M-V def2-TZVPD def2/J DEFGRID3
* xyz -1 1
O 0.50 1.90 -1.72
C 0.26 0.94 -1.01
C -1.13 0.35 -0.88
H 1.05 0.36 -0.55
H -1.71 0.71 -0.04
H -1.04 -0.73 -0.94
H -1.73 0.65 -1.75
O 0.66 0.17 1.78
C 0.93 -1.05 1.72
O 1.19 -1.71 0.70
H 1.01 -1.59 2.69
*
```

---

No. 15
The following is a quantum chemistry calculation of the ion C3H5O3 with charge +1 at a distorted geometry, from the Open Molecules 2025 dataset.

Computed properties:
E: -9323.6619 eV
Energy above the lowest of the compared OMol25 structures with the same formula, charge and spin: 43.4 kcal per mole
Highest occupied orbital energy: -16.516 eV
HOMO-LUMO gap: 0.347 Ha

ORCA input file:
```
! RIJCOSX wB97M-V def2-TZVPD def2/J DEFGRID3
* xyz 1 1
C -2.80 0.33 -0.07
C -0.49 -0.04 0.19
C 1.79 -0.04 -0.07
O -0.57 -1.35 0.09
O 0.54 0.68 0.19
O -1.68 0.79 -0.01
H -3.40 1.13 -0.53
H -2.99 -0.64 0.26
H 2.52 0.22 0.84
H 2.28 0.17 -0.99
H 1.70 -1.11 0.03
*
```

---

No. 16
The following is a quantum chemistry calculation of the ion C3H5O3S2 with charge -1 at a distorted geometry, from the Open Molecules 2025 dataset.

Computed properties:
SMILES: C[C@H](C=S)S(=O)(=O)[O-]
E: -31005.9385 eV
Energy above the lowest of the compared OMol25 structures with the same formula, charge and spin: 24.1 kcal per mole
Highest occupied orbital energy: -4.949 eV
HOMO-LUMO gap: 0.302 Ha

ORCA input file:
```
! RIJCOSX wB97M-V def2-TZVPD def2/J DEFGRID3
* xyz -1 1
C -1.42 0.23 -0.44
C -0.05 -0.35 -0.34
C 0.32 -1.45 0.44
S 1.42 -2.60 -0.07
S 1.09 1.05 0.33
O 2.39 0.58 -0.11
O 0.56 2.31 -0.22
O 0.81 0.92 1.75
H -2.03 -0.08 0.52
H -1.33 1.30 -0.60
H -2.03 -0.16 -1.32
H 0.38 -0.36 -1.33
H -0.11 -1.39 1.40
*
```

---

No. 17
The following is a quantum chemistry calculation of a structure of composition C3H5O3Yb at a distorted geometry, from the Open Molecules 2025 dataset.

Computed properties:
E: -40856.4718 eV
Energy above the lowest of the compared OMol25 structures with the same formula, charge and spin: 15.9 kcal per mole
Highest occupied orbital energy: -12.279 eV
HOMO-LUMO gap: 0.293 Ha

ORCA input file:
```
! RIJCOSX wB97M-V def2-TZVPD def2/J DEFGRID3
* xyz 1 1
O 0.68 -0.43 0.24
C -0.33 -0.31 -0.59
C 0.33 0.15 1.51
O -0.35 -0.83 -1.70
O -1.33 0.36 -0.11
C -1.01 0.85 1.21
H 1.12 0.85 1.80
H 0.25 -0.66 2.24
H -0.93 1.94 1.16
H -1.81 0.55 1.89
H 2.34 -0.65 -4.20
Yb 1.04 -1.82 -3.45
*
```

---

No. 18
The following is a quantum chemistry calculation of a structure of composition C3H5O4Rh at a distorted geometry, from the Open Molecules 2025 dataset.

Computed properties:
⟨S²⟩: 6.0044
E: -14383.3471 eV
Energy above the lowest of the compared OMol25 structures with the same formula, charge and spin: 0.0 kcal per mole
Highest occupied orbital energy (spin up / spin down): -8.126 / -9.765 eV
HOMO-LUMO gap (spin up / spin down): 0.307 / 0.245 Ha

ORCA input file:
```
! RIJCOSX wB97M-V def2-TZVPD def2/J DEFGRID3
* xyz 0 5
O 1.14 0.74 -0.68
C 1.60 -0.35 -0.26
C -0.92 0.59 0.03
O 2.80 -0.60 0.00
O 0.70 -1.16 0.34
C -0.65 -0.92 -0.04
Rh 4.52 0.28 0.04
H -1.09 1.01 -0.97
H -0.56 1.02 0.97
H -0.80 -1.29 -1.06
H -1.28 -1.46 0.67
O -2.59 0.61 0.51
H -2.87 1.53 0.45
*
```